Entry from the OMol25 dataset: a 2-piece molecular cluster, C2H8 overall (ωB97M-V/def2-TZVPD).

Its multiplicity is 1. The HOMO-LUMO gap comes out at 14.37 eV. Its total energy is -2203.62513 eV. Its SMILES is C.C.

Element x y z (Å)
C  1.15  -1.49  1.62
H  1.96  -2.05  2.11
H  1.25  -0.42  1.85
H  0.18  -1.86  1.98
H  1.22  -1.64  0.53
C  -1.15  1.49  -1.62
H  -1.97  1.56  -2.36
H  -1.46  0.82  -0.80
H  -0.94  2.49  -1.21
H  -0.25  1.10  -2.10

Here are the Löwdin charges for atoms 1 to 6, given in e: -0.062 0.016 0.016 0.016 0.015 -0.060